Record 1
C2H6NOS | ωB97M-V/def2-TZVPD

relative energy (zero: lowest compared OMol25 entry of this formula, charge and spin) = 33.6 kcal/mol
F_max = 1.6 eV/A
LUMO energy = 4.133 eV
orbital gap = 6.956 eV
charge = -1
highest occupied orbital energy = -2.82 eV

Each line ends with the natural charge from an NBO analysis.
Geometry (Å):
C -2.2053 1.6890 -1.1710  -0.730
S -0.6815 0.8376 -0.7300  -0.724
H -2.3199 2.6954 -0.7360  0.173
H -3.0638 1.1758 -0.7169  0.172
H -2.3972 1.6658 -2.2480  0.177
C 2.3182 -1.3518 1.2681  0.526
N 1.2502 -1.1995 0.4845  -0.846
O 2.4794 -2.2694 2.0704  -0.665
H 3.1882 -0.6868 1.1033  0.092
H 0.8358 -2.1227 0.4582  0.375
H 0.5959 -0.4334 0.2175  0.449

Record 2
C2H6NOS | ωB97M-V/def2-TZVPD

relative energy (zero: lowest compared OMol25 entry of this formula, charge and spin) = 14.9 kcal/mol
F_max = 2.1 eV/A
LUMO energy = -4.898 eV
orbital gap = 9.141 eV
charge = +1
highest occupied orbital energy = -14.04 eV

Each line ends with the natural charge from an NBO analysis.
Geometry (Å):
C -1.2094 -0.2290 -1.3965  -0.647
C -0.4498 0.5517 -0.3485  -0.263
N 0.6937 -0.3140 0.3372  -0.701
O -3.3534 -1.2673 -2.3196  -0.806
S -2.7200 -0.8257 -1.0839  1.267
H -0.9841 -0.3149 -2.5085  0.284
H -1.1702 0.8112 0.4290  0.247
H -0.0392 1.4564 -0.8183  0.265
H 1.1386 -1.0572 -0.1451  0.443
H 0.2818 -0.8029 1.1616  0.455
H 1.5036 0.3226 0.5170  0.456

Record 3
C2H6NOS | ωB97M-V/def2-TZVPD

relative energy (zero: lowest compared OMol25 entry of this formula, charge and spin) = 35.6 kcal/mol
F_max = 2.8 eV/A
LUMO energy = -5.549 eV
orbital gap = 8.281 eV
charge = +1
highest occupied orbital energy = -13.83 eV

Each line ends with the natural charge from an NBO analysis.
Geometry (Å):
C 0.5036 -0.7396 -2.2736  -0.084
C 0.1802 0.8013 0.2815  0.173
N -0.4545 -0.2187 1.5000  -0.791
O 1.0656 0.1743 -0.3563  -0.663
S -0.8195 -0.1192 -2.6811  0.505
H 1.3979 -1.3116 -2.3148  0.270
H -0.7383 1.0803 -0.2810  0.131
H 0.5444 1.6419 0.8858  0.182
H 0.1154 -1.0674 1.4734  0.432
H -1.4351 -0.4600 1.3482  0.419
H -0.3597 0.2186 2.4179  0.426